Record 1
C4H11ClNO | the ωB97M-V functional and the def2-TZVPD basis

## Properties
LUMO (eV): -4.026
Frontier orbital gap (eV): 10.664
Spin multiplicity: 1
SMILES: C[C@@H](OCl)[NH+](C)C
E (eV): -20377.0060
Charge: +1

Each line ends with the Mulliken charge.
Atoms and positions in Å:
C  0.959  -1.827  -1.036  -1.44
C  1.048  -0.692  -0.081  -0.06
O  2.181  0.150  -0.409  -0.29
Cl  3.369  -0.076  0.792  0.05
N  -0.158  0.223  -0.101  -0.08
C  -0.050  1.360  0.791  -0.83
C  -0.500  0.794  -1.428  -0.80
H  1.978  -2.139  -1.134  0.37
H  0.565  -2.696  -0.726  0.50
H  0.596  -1.757  -2.027  0.40
H  1.122  -0.938  0.978  0.71
H  -0.932  -0.365  0.081  0.31
H  0.695  1.994  0.412  0.42
H  -1.080  1.859  0.769  0.35
H  0.177  0.942  1.724  0.36
H  -0.911  0.022  -2.086  0.35
H  -1.168  1.656  -1.255  0.33
H  0.479  1.100  -1.901  0.35



Record 2
C20H6Cl52O5S | the ωB97M-V functional and the def2-TZVPD basis

## Properties
LUMO (eV): -0.740
Frontier orbital gap (eV): 8.352
Spin multiplicity: 1
E (eV): -693055.7234
Charge: 0

Each line ends with the Mulliken charge.
Atoms and positions in Å:
O  -2.118  -0.865  2.701  -0.30
C  -3.413  -0.534  2.480  0.04
O  -4.145  0.111  3.581  -0.17
O  -4.770  -0.893  4.189  -0.10
S  -5.798  -0.049  5.308  0.67
O  -6.297  1.179  4.453  -0.48
O  -7.130  -1.013  5.763  -0.45
C  -4.032  -0.944  1.016  0.47
C  -4.693  -2.465  0.897  -0.16
C  -5.293  -2.971  -0.543  -0.44
C  -5.223  -1.961  -1.834  -0.28
C  -4.614  -0.414  -1.763  -0.55
C  -4.021  0.062  -0.292  -0.29
H  -7.191  -0.903  6.767  0.39
H  -4.711  -3.179  1.844  0.32
H  -5.757  -4.040  -0.649  0.29
H  -5.628  -2.368  -2.858  0.28
H  -4.614  0.269  -2.731  0.29
H  -3.575  1.138  -0.157  0.45
C  0.809  -3.347  3.585  0.03
Cl  -0.653  -4.136  2.940  -0.06
Cl  1.609  -4.436  4.746  0.09
Cl  1.926  -2.982  2.247  0.07
Cl  0.352  -1.834  4.408  -0.09
C  5.329  -1.708  0.246  0.16
Cl  5.460  -0.024  -0.319  0.03
Cl  5.390  -1.744  2.026  -0.01
Cl  3.784  -2.402  -0.309  -0.09
Cl  6.680  -2.663  -0.415  -0.10
C  6.515  2.469  -3.227  0.25
Cl  6.380  3.538  -4.645  -0.07
Cl  8.038  2.812  -2.368  -0.09
Cl  5.139  2.755  -2.133  -0.03
Cl  6.505  0.769  -3.762  -0.09
C  1.251  1.352  -0.987  -0.03
Cl  1.490  2.987  -0.320  -0.07
Cl  -0.459  0.882  -0.810  0.04
Cl  1.693  1.345  -2.713  0.02
Cl  2.279  0.195  -0.106  0.15
C  0.200  -8.026  3.086  0.22
Cl  0.064  -6.956  1.667  -0.08
Cl  1.722  -7.683  3.945  -0.05
Cl  -1.177  -7.739  4.180  0.01
Cl  0.190  -9.726  2.551  -0.10
C  2.743  2.145  -6.953  0.19
Cl  3.965  3.441  -6.939  -0.02
Cl  3.391  0.727  -7.815  -0.05
Cl  2.340  1.690  -5.279  -0.08
Cl  1.275  2.723  -7.782  -0.05
C  4.737  -5.731  7.336  0.33
Cl  3.275  -6.520  6.691  -0.07
Cl  5.537  -6.820  8.497  -0.10
Cl  5.854  -5.365  5.998  -0.09
Cl  4.280  -4.218  8.159  -0.08
C  -1.014  6.049  0.091  0.32
Cl  -1.150  7.119  -1.327  -0.10
Cl  0.509  6.392  0.950  -0.11
Cl  -2.391  6.336  1.185  -0.11
Cl  -1.024  4.350  -0.444  0.00
C  4.963  0.791  5.290  0.20
Cl  4.596  -0.738  6.129  -0.03
Cl  6.724  0.935  5.060  -0.10
Cl  4.154  0.806  3.703  0.02
Cl  4.378  2.160  6.268  -0.10
C  -5.975  8.692  -0.082  0.29
Cl  -7.483  7.759  0.089  -0.10
Cl  -4.578  7.613  0.164  0.02
Cl  -5.897  9.402  -1.714  -0.11
Cl  -5.941  9.994  1.135  -0.10
C  -3.969  -6.362  6.537  0.27
Cl  -3.900  -7.983  7.273  -0.08
Cl  -4.980  -5.295  7.545  -0.11
Cl  -2.323  -5.689  6.427  -0.01
Cl  -4.673  -6.479  4.905  -0.08
C  -2.050  4.982  -9.486  0.35
Cl  -2.436  6.555  -8.743  -0.10
Cl  -3.490  3.934  -9.438  -0.10
Cl  -1.553  5.231  -11.178  -0.10
Cl  -0.723  4.209  -8.584  -0.08
C  5.068  2.662  -11.071  0.29
Cl  4.932  3.732  -12.490  -0.10
Cl  6.590  3.006  -10.212  -0.10
Cl  3.691  2.949  -9.977  0.01
Cl  5.058  0.963  -11.606  -0.10



Record 3
C9H12 | the ωB97M-V functional and the def2-TZVPD basis

## Properties
LUMO (eV): 0.715
Frontier orbital gap (eV): 9.209
Spin multiplicity: 1
E (eV): -9521.5315
Charge: 0

Each line ends with the Mulliken charge.
Atoms and positions in Å:
C  1.655  0.177  -0.106  0.12
C  1.409  1.691  -0.412  -1.79
C  2.409  -0.769  0.096  1.25
C  0.341  0.973  -0.408  -0.16
C  3.428  -1.798  0.433  -1.22
C  -1.751  0.078  -1.506  -1.55
C  -1.730  1.804  0.291  -1.82
C  -1.063  -0.515  0.909  -1.59
C  -1.027  0.599  -0.199  2.25
H  3.523  -2.471  -0.419  0.30
H  3.064  -2.297  1.336  0.29
H  4.302  -1.225  0.600  0.30
H  -1.424  -0.947  -1.765  0.38
H  -2.695  -0.014  -1.118  0.45
H  -1.596  0.630  -2.406  0.35
H  -1.344  2.131  1.262  0.42
H  -2.755  1.673  0.467  0.44
H  -1.595  2.676  -0.339  0.40
H  -0.518  -0.140  1.779  0.42
H  -0.533  -1.474  0.446  0.27
H  -2.097  -0.783  1.058  0.47



Record 4
C5H8 | the ωB97M-V functional and the def2-TZVPD basis

## Properties
LUMO (eV): 1.260
Frontier orbital gap (eV): 10.364
Spin multiplicity: 1
SMILES: C1=CCCC1
E (eV): -5314.0827
Charge: 0

Each line ends with the Mulliken charge.
Atoms and positions in Å:
C  -1.121  -0.080  -0.748  -0.32
C  -1.219  0.124  0.566  -0.32
C  0.158  0.323  1.165  -0.61
C  1.038  -0.411  0.142  -0.56
C  0.333  -0.042  -1.173  -0.61
H  -1.954  -0.198  -1.435  0.39
H  -2.144  0.201  1.129  0.39
H  0.403  1.398  1.137  0.23
H  0.271  -0.010  2.200  0.32
H  2.097  -0.136  0.178  0.29
H  0.953  -1.494  0.306  0.26
H  0.597  0.996  -1.437  0.23
H  0.589  -0.671  -2.030  0.32